48
Properties=species:S:1:pos:R:3:forces:R:3 method="wB97M-V/def2-TZVPD" gap_ha="0.2399 / 0.2014" mol_weight_g_mol=723.26 charge=+2 multiplicity=5 largest_force_ev_per_a=0.9 e_above_lowest_kcal_mol=9.4
Ru 0.73074 0.57858 0.09779 0.2 0.7 0.2
Cl 6.94835 0.26492 3.46795 -0.1 0.0 0.0
C 5.33018 0.05741 3.04697 0.1 0.0 0.0
C 4.96436 0.20872 1.68186 -0.1 0.0 0.0
C 3.66228 0.04937 1.34765 0.2 0.0 -0.1
Cl 3.19184 0.14572 -0.33818 0.0 0.0 0.1
C 2.63248 -0.24427 2.30816 0.0 0.0 0.1
O 1.41446 -0.32989 1.99915 0.0 -0.1 0.1
C 3.07331 -0.42619 3.68110 0.0 0.0 0.0
Cl 1.89380 -0.81869 4.83248 0.0 0.0 0.0
C 4.38781 -0.26822 4.03002 0.0 0.0 0.0
H 5.72778 0.43682 0.95086 0.0 0.0 0.0
H 4.70340 -0.38834 5.05714 0.0 0.0 0.0
Br -3.28480 1.12674 -4.88979 0.0 0.0 0.0
C -2.04024 1.85620 -3.69287 0.1 0.0 0.0
C -0.90891 1.11956 -3.34481 -0.1 0.1 0.0
C -0.02193 1.64613 -2.42218 0.2 0.2 0.0
C -0.25996 2.89959 -1.83252 0.1 -0.1 -0.1
C -1.34906 3.65193 -2.24945 0.0 0.0 0.1
C -2.23769 3.13106 -3.17871 -0.1 0.0 0.0
C 0.59615 3.43132 -0.74198 0.1 -0.4 0.5
O 0.91234 4.53525 -0.48678 -0.1 0.2 -0.2
O 1.01187 2.41418 0.18258 -0.3 -0.6 -0.5
H -0.70939 0.17279 -3.82811 0.0 0.0 0.0
H 0.95014 1.16036 -2.32399 0.0 0.0 0.1
H -1.50925 4.63765 -1.83121 0.0 0.0 0.0
H -3.09352 3.70937 -3.49880 0.0 0.0 0.0
C 0.30965 -2.01958 -0.49240 0.1 0.1 0.1
Ge -1.51333 -2.41924 0.16085 -0.1 -0.1 -0.1
C -1.56321 -4.15061 1.02643 0.0 0.0 0.0
C -2.75218 -2.25362 -1.32867 0.0 0.0 0.0
C -1.80692 -1.05569 1.57693 0.0 0.2 0.2
Se -1.47806 0.82261 1.17799 -0.1 -0.2 -0.1
C -2.86783 1.12057 -0.13933 0.0 0.1 0.1
H 0.64194 -2.75454 -1.22772 0.0 0.0 0.0
H 1.05846 -2.01015 0.30342 0.0 -0.1 0.0
H 0.34970 -1.09244 -1.10851 -0.2 0.1 -0.2
H -1.31645 -4.94194 0.31938 0.0 0.0 0.0
H -2.56427 -4.34378 1.41086 0.0 0.0 0.0
H -0.86073 -4.19945 1.85773 0.0 0.0 0.0
H -2.65880 -3.13377 -1.96574 0.0 0.0 0.0
H -2.55130 -1.38057 -1.95105 0.0 0.0 0.0
H -3.78450 -2.20605 -0.98299 0.0 0.0 0.0
H -1.15280 -1.24983 2.42884 0.0 -0.1 0.0
H -2.83301 -1.06183 1.95020 0.0 -0.1 0.0
H -2.81498 0.41055 -0.95636 0.0 0.0 0.0
H -2.75579 2.14050 -0.49463 0.0 0.0 0.0
H -3.80211 1.02073 0.41047 0.0 0.0 0.0